[1]
# C4H11CsNO

A structure of composition C4H11CsNO at a distorted geometry (ωB97M-V/def2-TZVPD, OMol25).

Structure (XYZ):
```
18
Properties=species:S:1:pos:R:3:forces:R:3:mulliken_charge:R:1
Cs 2.17093 -6.59371 2.16272 0.0 0.1 0.0 0.9962
C -0.60844 -0.31154 1.47181 -0.5 1.2 0.4 -1.4330
C -0.26231 -0.78116 0.07213 0.3 0.5 1.7 0.5973
C -0.55597 0.15216 -1.06102 1.1 0.3 -3.1 -0.9054
O 0.36556 1.27089 -1.42899 -1.9 0.2 1.8 -0.3605
C -0.00758 2.57976 -0.84334 -0.4 -1.4 -0.5 -0.6751
N 1.15429 -1.15329 0.11522 0.1 -0.5 -0.5 -0.7553
H -1.62885 0.05857 1.57121 -0.3 -0.3 -0.3 0.3779
H -0.04637 0.58830 1.72175 0.5 -0.1 0.1 0.2819
H -0.44768 -1.03850 2.26791 0.2 -0.2 -0.3 0.3143
H -0.89521 -1.64658 -0.12431 0.2 -0.3 -0.2 0.2505
H -1.60361 0.29345 -1.32667 -0.3 1.1 1.0 0.5312
H -0.36183 -0.49407 -1.91706 0.5 -0.3 -0.3 0.3571
H 0.32004 2.63133 0.19498 0.3 0.3 -0.1 0.2277
H -1.08910 2.71546 -0.84584 -0.2 -0.3 0.0 0.3174
H 0.34706 3.38330 -1.48883 0.6 -0.3 0.2 0.2768
H 1.69758 -0.32026 0.29126 0.0 0.4 0.5 0.2978
H 1.45142 -1.33411 -0.83300 0.0 -0.5 -0.4 0.3033
```
Positions in Å, forces in eV/Å.

The calculation puts the gap between HOMO and LUMO at 7.656 eV. The energy relative to the best compared isomer or geometry (same formula, charge and spin) comes out at 157.76 kJ/mol. As for the total charge: +1. As for the calculated total energy: -8405.07022 eV.

***

[2]
# C4H11FN2

A cluster of 2 separate species, C4H11FN2 in total at a distorted geometry (ωB97M-V/def2-TZVPD, OMol25).

Structure (XYZ):
```
18
Properties=species:S:1:pos:R:3:forces:R:3:mulliken_charge:R:1
C 0.18734 -2.75509 -0.93882 0.3 1.3 -0.1 -1.6757
C 0.43022 -1.38355 -0.37236 0.0 0.3 0.6 0.2345
C -0.20562 -0.34702 -1.24629 1.6 1.2 -1.7 -0.8251
C 0.07613 1.64378 1.12490 -0.5 -0.6 -1.3 0.4716
N -0.74416 1.80614 2.21132 1.5 1.4 -0.2 -0.4491
N 0.20302 2.75655 0.30790 -2.6 1.3 -2.5 -0.6719
F 1.31751 1.08299 1.22987 0.0 -0.2 1.0 -0.2422
H 0.60797 -2.80063 -1.89384 0.3 -0.1 -1.9 0.4426
H 0.71400 -3.46356 -0.40545 0.8 -1.7 1.5 0.4125
H -0.83708 -2.94967 -0.95715 -1.7 -0.6 -0.2 0.4482
H -0.12644 -1.37837 0.62104 1.4 0.3 -0.7 0.1637
H 1.56469 -1.25860 -0.35957 -1.6 0.3 0.8 0.2188
H 0.51548 0.34462 -1.82714 -1.2 -0.9 1.2 0.1920
H -1.03059 -0.62159 -1.91915 0.0 0.0 0.7 0.3445
H -1.26061 2.65673 2.28740 0.0 0.5 0.0 0.2061
H -1.19202 1.06744 2.63014 -0.9 -2.1 0.8 0.1915
H -0.83603 3.15690 0.14029 3.4 -1.2 0.1 0.2501
H 0.61619 2.44293 -0.63308 -1.0 0.8 1.9 0.2879
```
Positions in Å, forces in eV/Å.

The calculation puts the gap between HOMO and LUMO (spin up / spin down) at 8.950 / 6.950 eV. The energy relative to the best compared isomer or geometry (same formula, charge and spin) comes out at 363.72 kJ/mol. As for the total charge: 0. As for the calculated total energy: -10019.73220 eV.

***

[3]
# C4H11IN

A cluster of 2 separate species, C4H11IN in total at a distorted geometry (ωB97M-V/def2-TZVPD, OMol25).

Structure (XYZ):
```
17
Properties=species:S:1:pos:R:3:forces:R:3:mulliken_charge:R:1
C -1.04487 -0.66287 0.30766 0.4 -1.4 1.7 -0.5449
C 0.07300 1.38954 0.66330 3.0 0.9 2.8 -0.9378
C 0.40861 0.15851 -1.40143 -3.7 3.9 -1.2 -0.7487
C 1.30732 -0.54376 0.61624 3.4 -4.9 -1.0 -0.6085
N 0.20148 0.07035 0.06824 -0.5 2.7 -1.2 -0.3403
I 3.31956 0.14029 0.19926 -1.3 -0.3 0.2 0.2586
H -1.13381 -0.69443 1.40190 -0.2 -0.3 -0.4 0.3286
H -2.00833 -0.42416 -0.13417 0.6 0.9 -0.5 0.3219
H -0.61161 -1.56540 -0.05724 -1.2 -1.9 0.0 0.2698
H -0.06563 1.34974 1.76762 -0.3 -0.4 -0.8 0.3793
H 1.02963 1.93167 0.56832 -0.6 0.0 -0.4 0.3724
H -0.69354 1.82719 0.18026 -2.5 2.0 -1.3 0.4773
H 1.20099 0.79268 -1.81184 0.2 -0.6 0.8 0.4134
H 0.32087 -0.81151 -1.71606 0.6 -2.3 -1.2 0.3870
H -0.58774 0.66102 -1.77707 1.9 -0.7 0.6 0.3418
H 1.32944 -0.98891 1.59990 -0.8 0.3 0.2 0.4462
H 0.90145 -2.21341 -0.45209 1.2 2.2 1.9 0.1840
```
Positions in Å, forces in eV/Å.

The calculation puts the gap between HOMO and LUMO (spin up / spin down) at 8.388 / 8.530 eV. The energy relative to the best compared isomer or geometry (same formula, charge and spin) comes out at 519.82 kJ/mol. As for the total charge: +1. As for the calculated total energy: -13904.83432 eV.

***

[4]
# C4H11IN3

The ion C4H11IN3 with charge +1 at a distorted geometry (ωB97M-V/def2-TZVPD, OMol25).

Structure (XYZ):
```
19
Properties=species:S:1:pos:R:3:forces:R:3:mulliken_charge:R:1
C 0.69198 1.36068 0.29524 -3.7 -1.1 0.4 -0.4960
C 0.78485 -0.07793 1.12174 -0.3 1.4 1.6 -0.2561
C 0.43779 0.99623 -1.06966 1.9 -1.8 -1.3 -0.5732
C -1.55719 -1.13392 -1.49695 -0.5 1.3 0.1 -0.8369
N -0.24352 -0.91848 0.58606 2.4 -1.1 1.4 -0.4116
N 0.60318 -0.02223 2.57450 -3.5 -0.5 -2.9 -0.5936
N -0.34810 -0.93655 -0.73112 2.5 1.2 -3.2 0.1495
I 2.05307 0.77601 -2.47641 -0.7 -0.1 0.8 0.2421
H -0.29970 1.90154 0.57178 1.9 -0.7 0.4 0.2337
H 1.57000 1.89700 0.50039 1.1 0.8 0.2 0.4186
H 1.76155 -0.42626 0.99825 1.5 -0.7 -0.9 0.4237
H -0.38832 1.33275 -1.62002 -1.2 0.4 -0.4 0.4963
H -1.41765 -0.55869 -2.41126 -0.1 0.0 -0.1 0.3396
H -1.78863 -2.13906 -1.78683 0.0 -0.7 0.4 0.3071
H -2.30236 -0.66406 -0.90703 -1.4 0.2 0.1 0.3538
H -0.97399 -0.73309 1.18791 -3.1 -0.2 0.5 0.3336
H 1.28846 0.33451 3.12897 3.0 0.9 1.3 0.2626
H -0.19762 0.56455 2.77995 -0.3 -0.1 0.1 0.2409
H 0.32619 -1.55299 -1.24551 0.2 0.8 1.4 0.3660
```
Positions in Å, forces in eV/Å.

The calculation puts the gap between HOMO and LUMO at 9.003 eV. The energy relative to the best compared isomer or geometry (same formula, charge and spin) comes out at 295.58 kJ/mol. As for the total charge: +1. As for the calculated total energy: -16887.52082 eV.

***

[5]
# C4H11IN3

The ion C4H11IN3 with charge +1 at a distorted geometry (ωB97M-V/def2-TZVPD, OMol25).

Structure (XYZ):
```
19
Properties=species:S:1:pos:R:3:forces:R:3:mulliken_charge:R:1
C 1.70813 0.21057 -1.19098 1.1 1.5 -0.8 -0.9865
C 0.67669 0.76769 -0.18386 1.2 0.8 -0.1 -0.2453
I 1.13251 2.95255 -0.20862 -0.4 -0.4 0.2 0.2046
N 0.62922 0.26071 1.12105 0.4 0.6 2.4 -0.2452
C -0.32865 -0.73762 1.62783 0.4 -1.0 0.5 -0.6004
N -1.52434 -0.83193 0.81425 0.0 0.6 3.5 -0.3585
C -1.26328 -0.69670 -0.52041 -2.0 -2.9 -3.0 -0.4860
N -0.72425 0.67431 -0.73598 -1.2 1.6 -0.1 -0.1800
H 1.34360 0.53177 -2.22130 0.7 -1.0 1.0 0.3358
H 2.00603 -0.81625 -1.03186 -0.9 -0.6 -0.3 0.3559
H 2.75192 0.68514 -1.10533 -1.8 -0.2 0.2 0.3871
H 1.06217 0.82318 1.89475 -0.6 -0.8 -1.6 0.2974
H -0.64606 -0.49434 2.67660 0.6 -0.1 -1.0 0.3418
H 0.08731 -1.77913 1.61044 0.4 0.9 0.3 0.3272
H -2.13674 -1.50194 1.33355 0.2 0.7 -2.0 0.3213
H -0.50227 -1.35237 -1.01366 -0.2 0.1 0.6 0.3157
H -2.25445 -0.99119 -1.03770 1.6 1.3 0.1 0.3825
H -0.70096 1.00382 -1.74520 -0.4 -0.4 1.5 0.4124
H -1.31658 1.29174 -0.08357 0.8 -0.6 -1.5 0.4201
```
Positions in Å, forces in eV/Å.

Its structure (SMILES) is C[C@]1(I)NCNC[NH2+]1. The calculation puts the gap between HOMO and LUMO at 9.137 eV. The energy relative to the best compared isomer or geometry (same formula, charge and spin) comes out at 136.35 kJ/mol. As for the total charge: +1. As for the calculated total energy: -16889.17115 eV.

***

[6]
# C4H11ISi

The molecule C4H11ISi at a distorted geometry (ωB97M-V/def2-TZVPD, OMol25).

Structure (XYZ):
```
17
Properties=species:S:1:pos:R:3:forces:R:3:mulliken_charge:R:1
C -0.49540 1.99087 -0.76746 2.2 2.6 -0.8 -1.1963
C -1.03865 -1.10450 -0.66913 0.8 1.0 1.4 -1.2708
C -0.52160 0.61868 2.01663 2.6 1.2 -1.2 -1.0915
C 3.35403 1.88401 0.09438 -0.2 0.5 2.6 -0.8483
Si -0.21422 0.43804 0.08006 0.2 -1.5 2.5 0.5785
I 2.29931 -0.05449 -0.15898 0.1 -0.3 0.1 0.0609
H -0.32139 2.04359 -1.84350 -0.1 -0.5 -0.1 0.3710
H -1.33658 2.57731 -0.57263 -2.3 0.1 0.3 0.4473
H 0.18622 2.84058 -0.41988 0.2 -1.6 0.0 0.3584
H -1.55666 -1.77453 -0.02386 -0.9 0.2 1.1 0.3772
H -1.65040 -0.79682 -1.45360 -1.3 0.5 -1.4 0.3542
H -0.37076 -1.80644 -1.04974 1.8 -0.8 -1.1 0.4235
H -1.50184 1.00492 2.16081 -1.2 -0.5 0.5 0.3714
H -0.09075 -0.15664 2.68562 -1.0 0.1 -0.6 0.3129
H 0.07491 1.53098 2.32029 -0.2 -0.8 -0.5 0.3068
H 3.60624 1.95345 -0.89500 0.5 0.4 -3.0 0.1901
H 4.36148 1.73603 0.58271 -1.1 -0.7 0.1 0.2546
```
Positions in Å, forces in eV/Å.

The calculation puts the gap between HOMO and LUMO at 7.752 eV. The energy relative to the best compared isomer or geometry (same formula, charge and spin) comes out at 399.19 kJ/mol. As for the total charge: 0. As for the calculated total energy: -20301.52261 eV.

***

[7]
# C4H11InNO

A structure of composition C4H11InNO at a distorted geometry (ωB97M-V/def2-TZVPD, OMol25).

Structure (XYZ):
```
18
Properties=species:S:1:pos:R:3:forces:R:3:mulliken_charge:R:1
In -27.91617 24.35863 29.86676 -0.8 -0.4 0.4 1.5029
C -27.12270 20.45578 29.45181 1.1 -1.6 -0.7 -1.3812
C -27.43895 21.89916 29.40509 -0.5 -1.4 -1.4 0.1549
C -28.35447 22.20146 28.21416 0.4 -0.7 -0.1 -0.4529
O -28.39419 23.65222 27.99761 0.1 -0.8 0.8 -0.2174
C -28.80587 23.91900 26.61988 -0.5 0.9 -2.6 -0.6076
N -28.13093 22.24346 30.65011 0.5 1.1 -0.2 -0.3788
H -27.25079 19.94163 28.49928 -0.3 0.1 -0.2 0.4018
H -27.69548 19.86308 30.16506 -0.2 0.0 0.4 0.4436
H -26.06967 20.28592 29.67623 0.1 0.1 0.4 0.3948
H -26.52417 22.46653 29.23379 0.7 0.6 0.4 0.3773
H -29.35472 21.78913 28.34678 -0.4 0.4 0.2 0.4062
H -27.97340 21.72245 27.31225 0.4 0.3 0.0 0.6073
H -29.57181 23.18606 26.36645 -0.7 0.5 0.5 0.3523
H -28.07348 23.70443 25.84163 1.1 -0.1 0.8 0.3619
H -29.04208 24.97182 26.46530 -0.5 -0.2 0.5 0.3206
H -27.69774 21.89865 31.49483 1.6 0.9 1.1 0.3504
H -28.87533 21.56488 30.72424 -2.2 0.4 -0.4 0.3638
```
Positions in Å, forces in eV/Å.

The calculation puts the gap between HOMO and LUMO at 5.599 eV. The energy relative to the best compared isomer or geometry (same formula, charge and spin) comes out at 213.63 kJ/mol. As for the total charge: +3. As for the calculated total energy: -12998.24431 eV.

***

[8]
# C4H11N2

The ion C4H11N2 with charge +1 at a distorted geometry (ωB97M-V/def2-TZVPD, OMol25).

Structure (XYZ):
```
17
Properties=species:S:1:pos:R:3:forces:R:3:mulliken_charge:R:1
C -1.60381 -1.24397 -0.49728 1.3 -1.2 0.2 -1.1624
C -0.88945 -0.04529 0.03602 5.2 0.6 -0.4 0.8913
N -1.46221 1.12157 0.15599 -4.0 -1.0 -0.9 -0.3758
N 0.57516 0.05663 0.15218 -5.1 -0.5 -1.0 0.0355
C 1.16553 1.37530 0.10836 1.5 0.1 -0.9 -0.9603
C 1.52181 -1.01631 0.26477 2.1 0.1 0.5 -0.8193
H -2.70604 -1.20411 -0.62729 0.8 0.1 0.8 0.3709
H -1.18802 -2.18159 0.01832 -1.1 1.3 -0.6 0.3122
H -1.20239 -1.32539 -1.50878 0.0 -0.1 -0.2 0.3517
H -2.47661 1.25900 0.01328 0.8 -0.8 -0.1 0.2754
H -1.14629 1.83619 0.71267 1.4 1.7 1.3 0.2039
H 1.80908 1.56249 1.00545 -0.1 -0.3 -1.0 0.3595
H 0.39385 2.09257 0.15219 -0.1 1.0 -0.2 0.2753
H 1.69208 1.50458 -0.92948 -0.5 -0.2 2.1 0.3299
H 1.10308 -1.99476 0.11175 -0.3 -0.3 0.4 0.3015
H 1.98457 -0.82740 1.26702 -0.3 -1.0 -0.6 0.3102
H 2.42967 -0.96952 -0.43517 -1.6 0.5 0.5 0.3007
```
Positions in Å, forces in eV/Å.

Its structure (SMILES) is CC(N)=[N+](C)C. The calculation puts the gap between HOMO and LUMO at 10.175 eV. The energy relative to the best compared isomer or geometry (same formula, charge and spin) comes out at 172.14 kJ/mol. As for the total charge: +1. As for the calculated total energy: -7299.16395 eV.

***

- What is the calculated total energy in the fourth record?
  -16887.52082 eV

***

What did the first record say?
# C4H11CsNO

A structure of composition C4H11CsNO at a distorted geometry (ωB97M-V/def2-TZVPD, OMol25).

Structure (XYZ):
```
18
Properties=species:S:1:pos:R:3:forces:R:3:mulliken_charge:R:1
Cs 2.17093 -6.59371 2.16272 0.0 0.1 0.0 0.9962
C -0.60844 -0.31154 1.47181 -0.5 1.2 0.4 -1.4330
C -0.26231 -0.78116 0.07213 0.3 0.5 1.7 0.5973
C -0.55597 0.15216 -1.06102 1.1 0.3 -3.1 -0.9054
O 0.36556 1.27089 -1.42899 -1.9 0.2 1.8 -0.3605
C -0.00758 2.57976 -0.84334 -0.4 -1.4 -0.5 -0.6751
N 1.15429 -1.15329 0.11522 0.1 -0.5 -0.5 -0.7553
H -1.62885 0.05857 1.57121 -0.3 -0.3 -0.3 0.3779
H -0.04637 0.58830 1.72175 0.5 -0.1 0.1 0.2819
H -0.44768 -1.03850 2.26791 0.2 -0.2 -0.3 0.3143
H -0.89521 -1.64658 -0.12431 0.2 -0.3 -0.2 0.2505
H -1.60361 0.29345 -1.32667 -0.3 1.1 1.0 0.5312
H -0.36183 -0.49407 -1.91706 0.5 -0.3 -0.3 0.3571
H 0.32004 2.63133 0.19498 0.3 0.3 -0.1 0.2277
H -1.08910 2.71546 -0.84584 -0.2 -0.3 0.0 0.3174
H 0.34706 3.38330 -1.48883 0.6 -0.3 0.2 0.2768
H 1.69758 -0.32026 0.29126 0.0 0.4 0.5 0.2978
H 1.45142 -1.33411 -0.83300 0.0 -0.5 -0.4 0.3033
```
Positions in Å, forces in eV/Å.

The calculation puts the gap between HOMO and LUMO at 7.656 eV. The energy relative to the best compared isomer or geometry (same formula, charge and spin) comes out at 157.76 kJ/mol. As for the total charge: +1. As for the calculated total energy: -8405.07022 eV.